w:
DFT (ωB97M-V/def2-TZVPD) results for a 9-piece molecular cluster, BH20O8 overall.

The geometry in XYZ format:
```
29
Properties=species:S:1:pos:R:3:lowdin_charge:R:1
B -28.270 -8.411 64.549 -0.413
H -27.235 -8.119 63.762 -0.016
H -29.093 -8.984 63.923 -0.075
H -27.696 -9.020 65.473 -0.054
H -28.826 -7.352 64.980 -0.034
O -29.904 -4.801 63.790 -0.132
H -29.996 -4.458 62.814 0.095
H -29.314 -5.594 63.749 0.002
O -30.729 -10.344 66.645 -0.052
H -30.142 -9.841 66.139 -0.040
H -30.576 -11.298 66.492 0.049
O -26.197 -5.459 66.095 -0.059
H -26.787 -6.095 65.753 -0.025
H -25.959 -4.657 65.592 0.045
O -28.282 -7.484 61.027 -0.010
H -29.165 -7.458 61.117 -0.074
H -27.977 -7.996 61.759 -0.021
O -25.381 -6.804 61.521 0.032
H -24.571 -7.243 61.757 0.041
H -25.981 -6.986 62.080 -0.128
O -31.145 -7.168 62.113 -0.104
H -30.712 -7.050 63.051 0.078
H -31.603 -8.005 62.054 0.027
O -26.906 -8.708 68.315 -0.111
H -27.345 -8.915 67.510 -0.054
H -27.573 -9.159 69.008 0.106
O -27.626 -11.728 63.814 -0.093
H -26.797 -11.266 64.078 0.050
H -28.264 -11.041 63.989 -0.031
```

Output
HOMO-LUMO gap = 0.346 Ha
total charge = -1

x:
DFT (ωB97M-V/def2-TZVPD) results for a 9-piece molecular cluster, BH20O8 overall.

The geometry in XYZ format:
```
29
Properties=species:S:1:pos:R:3:lowdin_charge:R:1
B 0.152 0.509 -0.082 -0.453
H 1.186 0.817 -0.106 -0.125
H -0.478 1.213 -0.603 -0.121
H 0.211 -0.399 -0.660 -0.133
H -0.136 0.156 0.896 -0.116
O -0.402 -4.581 -0.923 -0.060
H -0.653 -4.591 0.000 0.023
H -0.088 -3.690 -1.078 0.028
O -2.675 4.289 -2.830 -0.060
H -1.927 4.852 -3.030 0.025
H -2.332 3.646 -2.209 0.029
O 2.496 -0.541 -4.226 -0.060
H 2.057 -0.334 -3.401 0.030
H 1.793 -0.554 -4.876 0.023
O 2.335 5.021 -0.807 -0.062
H 2.071 4.123 -1.007 0.030
H 2.258 5.087 0.145 0.027
O -2.357 -3.587 3.218 -0.057
H -2.343 -2.700 2.858 0.035
H -3.258 -3.711 3.517 0.025
O 2.049 -2.871 3.984 -0.056
H 1.175 -3.141 3.702 0.023
H 2.385 -2.348 3.256 0.030
O -4.213 -0.618 -1.273 -0.059
H -4.473 -0.956 -2.130 0.022
H -3.330 -0.275 -1.408 0.030
O 2.716 1.871 3.369 -0.063
H 3.598 1.883 2.995 0.023
H 2.182 1.429 2.709 0.024
```

Output
HOMO-LUMO gap = 0.296 Ha
total charge = -1

Relative energies, unit kcal/mol: w 0.0; x 15.5

w:
DFT (ωB97M-V/def2-TZVPD) results for a 2-piece molecular cluster, ClIO2P overall.

The geometry in XYZ format:
```
5
Properties=species:S:1:pos:R:3:lowdin_charge:R:1
O -2.046 1.485 1.198 -0.467
O -0.273 0.090 -1.486 -0.585
P -0.061 -0.046 -0.092 -0.009
Cl -0.271 -2.004 0.319 0.134
I 2.651 0.475 0.061 -0.072
```

Output
HOMO-LUMO gap (spin up / spin down) = 0.219 / 0.216 Ha
total charge = -1

x:
DFT (ωB97M-V/def2-TZVPD) results for a 2-piece molecular cluster, ClIO2P overall.

The geometry in XYZ format:
```
5
Properties=species:S:1:pos:R:3:lowdin_charge:R:1
O -1.404 0.523 1.266 -0.388
O -0.768 0.804 -1.320 -0.382
P -0.655 0.236 0.030 0.213
Cl -0.256 -1.851 0.033 0.169
I 3.082 0.287 -0.008 -0.612
```

Output
HOMO-LUMO gap (spin up / spin down) = 0.226 / 0.226 Ha
total charge = -1

Relative energies, unit kcal/mol: w 132.5; x 0.0

w:
DFT (ωB97M-V/def2-TZVPD) results for one molecule with the formula CH3NOSi.

The geometry in XYZ format:
```
7
Properties=species:S:1:pos:R:3:lowdin_charge:R:1
C -3.078 0.165 0.026 -0.145
N -4.138 -0.234 0.052 0.127
O -1.528 0.661 -0.027 -0.343
Si -0.045 0.020 0.042 0.545
H 0.226 -0.838 -1.105 -0.070
H 0.609 1.323 -0.017 -0.045
H 0.192 -0.700 1.288 -0.070
```

Output
HOMO-LUMO gap = 0.420 Ha
SMILES = N#CO[SiH3]

x:
DFT (ωB97M-V/def2-TZVPD) results for one molecule with the formula CH3NOSi.

The geometry in XYZ format:
```
7
Properties=species:S:1:pos:R:3:lowdin_charge:R:1
C 3.073 0.138 -0.095 -0.174
N 4.000 -0.511 0.022 0.106
O 1.648 1.061 0.059 -0.388
Si 0.153 0.138 0.008 0.638
H 0.430 -0.861 0.985 -0.069
H -0.794 1.259 -0.034 -0.048
H 0.408 -0.499 -1.284 -0.065
```

Output
HOMO-LUMO gap = 0.396 Ha
SMILES = N#CO[SiH3]

Relative energies, unit kcal/mol: w 0.0; x 13.7